A molecular structure, C55H48IN7OPTl, computed with ωB97M-V with the def2-TZVPD basis set.

Each line ends with the Löwdin charge.
Element x y z (Å)
Tl  -0.6271  1.6095  1.2072  0.9077
C  -2.9228  -1.2617  -3.8733  -0.0246
N  -2.8645  -0.8299  -2.4943  -0.0626
C  -1.7660  -0.3413  -1.8339  -0.4211
N  -2.0660  -0.0598  -0.5838  0.0768
C  -3.3764  -0.3729  -0.4072  -0.1874
C  -3.8956  -0.8623  -1.5896  -0.1226
C  -5.2044  -1.5023  -1.7928  -0.1736
C  -6.1863  -0.9639  -2.6188  -0.0365
C  -7.4396  -1.5533  -2.6816  -0.0809
C  -7.7147  -2.6899  -1.9373  -0.0872
C  -6.7327  -3.2468  -1.1306  -0.0728
C  -5.4833  -2.6548  -1.0575  -0.0194
C  -4.0115  -0.2600  0.9112  -0.1801
C  -3.3491  -0.8241  1.9981  -0.0485
C  -3.8808  -0.7227  3.2717  -0.0731
C  -5.0836  -0.0593  3.4644  -0.0887
C  -5.7590  0.4804  2.3800  -0.0745
C  -5.2308  0.3781  1.1024  -0.0273
P  -0.0742  -0.6810  -2.4406  1.1761
C  0.7684  0.9243  -2.2158  -0.4177
N  0.8128  1.7433  -1.1829  0.0927
C  1.7288  2.7137  -1.4888  -0.1666
C  2.2494  2.4686  -2.7436  -0.1377
N  1.6311  1.3422  -3.1997  -0.0703
C  1.8786  0.7515  -4.4972  -0.0282
C  3.3967  3.1200  -3.3979  -0.1907
C  3.2652  3.9885  -4.4764  -0.0437
C  4.3813  4.6360  -4.9849  -0.0781
C  5.6324  4.4102  -4.4313  -0.0850
C  5.7715  3.5417  -3.3587  -0.0711
C  4.6572  2.9024  -2.8424  -0.0177
C  2.1422  3.8012  -0.5940  -0.1517
C  2.4633  5.0671  -1.0792  -0.0212
C  2.9382  6.0467  -0.2237  -0.0755
C  3.0987  5.7821  1.1286  -0.0835
C  2.7634  4.5295  1.6190  -0.0720
C  2.2898  3.5481  0.7648  -0.0511
C  0.4477  -1.6767  -0.9805  -0.4161
N  0.5437  -1.3588  0.2932  0.1514
C  0.9008  -2.5110  0.9523  -0.1707
C  1.0244  -3.5413  0.0452  -0.1396
N  0.7313  -3.0057  -1.1713  -0.0705
C  0.6398  -3.7283  -2.4206  -0.0383
C  1.4263  -4.9256  0.3034  -0.1836
C  0.7860  -5.6484  1.3100  -0.0242
C  1.2481  -6.9022  1.6702  -0.0701
C  2.3554  -7.4451  1.0336  -0.0863
C  2.9781  -6.7454  0.0109  -0.0808
C  2.5103  -5.4960  -0.3631  -0.0397
C  1.1645  -2.6036  2.3977  -0.1689
C  2.3349  -3.2027  2.8587  -0.0351
C  2.6023  -3.2694  4.2166  -0.0805
C  1.6953  -2.7590  5.1342  -0.0914
C  0.5257  -2.1668  4.6825  -0.0743
C  0.2665  -2.0836  3.3245  -0.0216
H  -2.0578  -0.8654  -4.3995  0.0649
H  -3.8272  -0.8903  -4.3515  0.0877
H  -2.9117  -2.3516  -3.9395  0.0966
H  -5.9739  -0.0648  -3.1839  0.1158
H  -8.2100  -1.1136  -3.3008  0.1030
H  -8.6986  -3.1377  -1.9772  0.1018
H  -6.9424  -4.1358  -0.5507  0.1043
H  -4.7110  -3.0746  -0.4261  0.1221
H  -2.4368  -1.3749  1.8098  0.0934
H  -3.3611  -1.1668  4.1112  0.1011
H  -5.4894  0.0459  4.4619  0.1011
H  -6.6998  0.9927  2.5321  0.1039
H  -5.7451  0.8100  0.2535  0.1196
H  2.8485  0.2507  -4.5186  0.1004
H  1.8745  1.5300  -5.2589  0.0905
H  1.0996  0.0280  -4.7222  0.0478
H  2.2833  4.1780  -4.8929  0.1192
H  4.2707  5.3332  -5.8049  0.1035
H  6.5012  4.9176  -4.8286  0.1022
H  6.7434  3.3725  -2.9145  0.1045
H  4.7466  2.2344  -1.9954  0.1233
H  2.3345  5.2871  -2.1301  0.1110
H  3.1835  7.0264  -0.6124  0.1019
H  3.4802  6.5479  1.7912  0.1011
H  2.8606  4.3062  2.6733  0.0977
H  2.0502  2.5616  1.1237  0.0465
H  1.5333  -3.5813  -3.0307  0.0939
H  -0.2259  -3.3800  -2.9820  0.0614
H  0.5247  -4.7910  -2.2175  0.0941
H  -0.0712  -5.2088  1.8024  0.1245
H  0.7457  -7.4524  2.4547  0.1055
H  2.7359  -8.4100  1.3405  0.1016
H  3.8406  -7.1680  -0.4876  0.1029
H  3.0066  -4.9412  -1.1497  0.1144
H  3.0521  -3.5918  2.1456  0.1185
H  3.5235  -3.7190  4.5657  0.1017
H  1.8997  -2.8197  6.1956  0.0996
H  -0.1925  -1.7655  5.3862  0.1035
H  -0.6329  -1.5982  2.9798  0.0882
C  -1.8885  4.0976  0.5152  -0.2530
C  -1.0856  4.5104  1.5974  -0.2476
C  -1.6491  3.9920  2.7783  -0.2440
C  -2.8002  3.2616  2.4334  -0.2472
C  -2.9526  3.3275  1.0356  -0.2614
H  -1.7807  4.4209  -0.5112  0.0796
H  -0.2475  5.1908  1.5379  0.0782
H  -1.3035  4.1959  3.7830  0.0739
H  -3.4869  2.7891  3.1231  0.0762
H  -3.7900  2.9400  0.4712  0.0743
N  2.6976  2.0203  4.4045  0.1679
C  2.8716  1.3125  3.2756  -0.6497
O  1.9536  0.9708  2.5524  -0.0863
C  4.2716  0.9867  2.7967  -0.5406
I  5.8930  1.2408  4.1731  0.7817
H  1.7522  2.2549  4.6620  0.1239
H  3.4489  2.2682  5.0226  0.0309
H  4.4809  1.6204  1.9363  0.0489
H  4.2820  -0.0498  2.4745  0.0490

Atoms 1-2, force components in eV/Å:
-0.37 0.16 0.47
-0.01 -0.15 -0.12

The calculation puts the orbital gap at 6.17 eV. The value obtained for the energy relative to the best compared isomer or geometry (same formula, charge and spin) is 26.6 kcal/mol. The calculation puts the HOMO energy at -0.219 Eh. For the max |F|, the calculation gives 0.98 eV Å⁻¹.

***

A molecular structure, C55H49NO8Re, computed with ωB97M-V with the def2-TZVPD basis set.

Each line ends with the Mulliken spin population.
Element x y z (Å)
Re  -0.6398  0.0160  0.5648  0.7684
C  -0.5850  -6.4287  -0.5874  0.0002
C  -1.3794  -5.5165  0.3067  -0.0006
C  -2.4676  -6.2716  1.0522  -0.0001
O  -0.5139  -4.8838  1.2559  0.0000
C  -0.7061  -3.4705  1.2804  0.0059
C  -2.0193  -3.3714  0.4564  0.0108
O  -1.9242  -4.4506  -0.4578  -0.0002
C  -2.5840  -2.0856  -0.1854  -0.0004
O  -2.1704  -1.0652  0.7074  -0.0418
C  -4.1215  -2.1340  -0.0894  0.0032
C  -4.8166  -0.9286  -0.0049  0.0010
C  -6.2013  -0.9211  0.0814  -0.0002
C  -6.9118  -2.1175  0.0844  0.0000
C  -6.2265  -3.3204  -0.0125  -0.0001
C  -4.8370  -3.3287  -0.0996  -0.0003
C  -2.2164  -1.8571  -1.6783  -0.0018
C  -1.2377  -0.9630  -2.1189  0.0018
C  -0.9491  -0.7800  -3.4646  0.0080
C  -1.6374  -1.5037  -4.4206  0.0002
C  -2.6177  -2.4006  -4.0130  0.0003
C  -2.9044  -2.5677  -2.6659  -0.0025
C  0.6830  -2.7998  0.9526  -0.0098
O  0.5145  -1.4943  0.4022  0.0437
C  1.4167  -3.6310  -0.1230  -0.0014
C  2.5690  -4.3701  0.1243  0.0010
C  3.1884  -5.0847  -0.8995  0.0003
C  2.6648  -5.0720  -2.1843  -0.0005
C  1.5108  -4.3390  -2.4399  0.0000
C  0.8994  -3.6276  -1.4188  0.0018
C  1.5188  -2.7301  2.2496  0.0111
C  1.4902  -3.7458  3.2103  -0.0038
C  2.2579  -3.6516  4.3646  0.0003
C  3.0731  -2.5470  4.5833  0.0005
C  3.1266  -1.5477  3.6240  -0.0005
C  2.3588  -1.6467  2.4684  -0.0011
H  0.0091  -7.1062  0.0278  0.0000
H  0.0804  -5.8504  -1.2260  -0.0002
H  -1.2658  -7.0120  -1.2107  0.0000
H  -2.0195  -7.0992  1.6060  0.0000
H  -3.1897  -6.6712  0.3368  0.0000
H  -2.9872  -5.6270  1.7650  0.0000
H  -0.9488  -3.1755  2.2994  0.0064
H  -2.7676  -3.6240  1.2075  -0.0005
H  -4.2681  0.0079  0.0040  -0.0023
H  -6.7287  0.0257  0.1487  0.0000
H  -7.9938  -2.1125  0.1606  0.0000
H  -6.7702  -4.2598  -0.0183  0.0000
H  -4.3164  -4.2789  -0.1976  0.0000
H  -0.5961  -0.3946  -1.4484  0.0498
H  -0.1693  -0.0840  -3.7518  -0.0002
H  -1.4159  -1.3706  -5.4722  -0.0001
H  -3.1739  -2.9701  -4.7500  0.0000
H  -3.6791  -3.2684  -2.3783  -0.0001
H  2.9939  -4.4020  1.1199  0.0001
H  4.0863  -5.6537  -0.6858  0.0000
H  3.1465  -5.6333  -2.9780  0.0000
H  1.0819  -4.3213  -3.4361  0.0000
H  -0.0076  -3.0748  -1.6267  -0.0015
H  0.8704  -4.6227  3.0555  0.0004
H  2.2172  -4.4494  5.0977  0.0001
H  3.6554  -2.4659  5.4951  -0.0001
H  3.7580  -0.6797  3.7792  -0.0007
H  2.4072  -0.8649  1.7215  0.0092
O  0.6335  1.7779  0.0886  0.0117
C  -0.0145  3.0856  -0.0104  0.0277
C  -1.5396  2.8400  0.0542  -0.0168
O  -2.3181  3.7374  -0.0919  0.0269
O  -1.8563  1.5754  0.3041  0.0076
C  0.3002  3.7566  -1.3508  0.0030
C  0.0960  5.1307  -1.4933  0.0001
C  0.2872  5.7497  -2.7180  0.0002
C  0.6785  5.0091  -3.8284  -0.0002
C  0.8620  3.6444  -3.7020  -0.0005
C  0.6655  3.0204  -2.4731  -0.0004
C  0.4350  3.8668  1.2183  -0.0013
C  1.6477  4.5504  1.2126  0.0006
C  2.0843  5.2201  2.3462  0.0006
C  1.3068  5.2166  3.4997  -0.0001
C  0.1003  4.5316  3.5141  -0.0031
C  -0.3316  3.8604  2.3785  -0.0012
H  1.0597  1.4992  -0.7485  0.0166
H  -0.2320  5.7118  -0.6412  -0.0003
H  0.1237  6.8178  -2.8058  0.0000
H  0.8277  5.4938  -4.7871  0.0000
H  1.1501  3.0492  -4.5616  0.0000
H  0.7911  1.9467  -2.4358  -0.0031
H  2.2587  4.5580  0.3158  -0.0002
H  3.0266  5.7553  2.3260  0.0000
H  1.6403  5.7469  4.3820  -0.0001
H  -0.5105  4.5187  4.4085  0.0000
H  -1.2744  3.3254  2.4080  0.0050
N  0.4737  0.5191  7.9245  0.0177
C  0.2826  0.4642  6.7901  -0.0104
C  0.0418  0.3948  5.3619  0.0418
C  -0.9985  -0.3866  4.8622  -0.0275
C  -1.2192  -0.4514  3.4960  0.0751
C  -0.3963  0.2472  2.6019  -0.0758
C  0.6348  1.0360  3.1253  0.0688
C  0.8529  1.1159  4.4905  -0.0302
H  -1.6297  -0.9394  5.5479  -0.0001
H  -2.0378  -1.0496  3.1119  0.0009
H  1.2833  1.6013  2.4625  0.0135
H  1.6550  1.7292  4.8866  0.0006
C  3.7280  1.0853  -0.1453  -0.0009
C  3.1225  0.1210  -1.1433  -0.0004
C  3.8891  -1.1243  -1.4464  0.0001
O  2.0484  0.3609  -1.6760  0.0003
H  4.7876  0.8897  0.0151  0.0001
H  3.2092  0.9701  0.8121  -0.0002
H  3.5782  2.1145  -0.4716  0.0001
H  4.8398  -0.8489  -1.9157  0.0000
H  3.3263  -1.7897  -2.0941  -0.0002
H  4.1261  -1.6371  -0.5075  0.0000

Atoms 1-2, force components in eV/Å:
0.06 -0.53 -0.12
0.09 -0.12 -0.19

The calculation puts the orbital gap (alpha / beta) at 7.20 / 7.41 eV. The value obtained for the energy relative to the best compared isomer or geometry (same formula, charge and spin) is 0.0 kcal/mol. The calculation puts the HOMO energy (alpha / beta) at -0.284 / -0.289 Eh. For the max |F|, the calculation gives 0.99 eV Å⁻¹. Its spin multiplicity is 2.